No. 1
Formula: C15H43F9N18O9P
Source: the OMol25 dataset
Level of theory: wB97M-V/def2-TZVPD

Summary:
E = -95247.791 eV
HOMO-LUMO gap = 4.327 eV
HOMO level = -0.1047 hartree
Charge = -1

Last column: Mulliken charge in e.
Atoms and positions in Å:
C1 1.34 1.16 0.91  -0.4199
C2 1.96 2.46 1.28  -0.1805
P1 2.04 4.03 0.20  -0.0383
C3 0.41 4.72 0.97  0.2631
F1 0.68 6.18 1.24  -0.3450
F2 0.13 3.95 2.24  -0.3405
C4 -0.91 4.48 0.00  0.5939
F3 -1.04 2.98 -0.13  -0.1997
F4 -0.53 5.10 -1.33  -0.2996
C5 -2.28 5.22 0.52  0.3692
F5 -2.16 5.83 1.89  -0.2665
F6 -2.60 6.38 -0.39  -0.2932
C6 -3.61 4.27 0.54  0.6822
F7 -3.87 3.52 -0.71  -0.2457
F8 -4.78 5.21 0.71  -0.2698
F9 -3.58 3.45 1.78  -0.2257
H1 1.47 0.60 -0.11  0.0932
H2 0.71 0.62 1.75  0.1630
H3 2.45 2.51 2.37  0.2463
H4 1.36 3.42 -0.91  -0.6434
H5 2.19 5.25 -0.59  0.1213
H6 2.80 4.70 1.25  0.0970
H7 3.31 3.55 -0.33  0.1864
C7 1.43 0.16 -3.16  0.6397
O1 1.00 -0.20 -2.07  -0.7260
N1 1.58 1.45 -3.49  -0.2739
N2 1.80 -0.71 -4.11  -0.1454
H8 1.94 1.77 -4.38  0.0903
H9 1.31 2.14 -2.80  0.1770
H10 1.71 -1.70 -3.90  0.0389
H11 2.17 -0.44 -5.01  0.1984
C8 1.86 -4.83 -4.49  0.7086
O2 2.42 -3.76 -4.32  -0.6819
N3 1.42 -5.59 -3.47  -0.4255
N4 1.62 -5.34 -5.71  -0.3792
H12 0.95 -6.48 -3.59  0.1567
H13 1.57 -5.24 -2.54  0.2490
H14 1.94 -4.80 -6.51  0.1927
H15 1.16 -6.22 -5.87  0.1534
C9 6.00 -2.92 -6.98  0.5940
O3 7.15 -2.60 -7.24  -0.6791
N5 5.08 -3.14 -7.93  -0.3174
N6 5.56 -3.08 -5.72  -0.3300
H16 4.13 -3.40 -7.74  0.1356
H17 5.37 -3.03 -8.89  0.1983
H18 6.22 -2.92 -4.97  0.1801
H19 4.62 -3.34 -5.49  0.2020
C10 -1.20 -1.50 2.33  0.7078
O4 -0.05 -1.18 2.07  -0.7507
N7 -2.12 -1.72 1.38  -0.3771
N8 -1.64 -1.66 3.59  -0.2620
H20 -3.07 -1.99 1.57  0.1254
H21 -1.83 -1.61 0.42  0.2500
H22 -0.98 -1.51 4.34  0.1719
H23 -2.58 -1.93 3.82  0.1324
C11 0.36 -3.90 6.06  0.6214
O5 -0.47 -3.18 5.54  -0.7005
N9 0.14 -5.20 6.31  -0.3885
N10 1.58 -3.46 6.42  -0.4584
H24 0.81 -5.81 6.74  0.1607
H25 -0.77 -5.57 6.05  0.2173
H26 1.79 -2.49 6.24  0.2374
H27 2.28 -4.04 6.85  0.1468
C12 -3.75 -3.32 6.79  0.5128
O6 -2.95 -3.50 7.70  -0.6442
N11 -5.08 -3.27 6.98  -0.3894
N12 -3.36 -3.15 5.51  -0.2875
H28 -5.75 -3.12 6.25  0.1514
H29 -5.41 -3.40 7.93  0.2314
H30 -2.37 -3.17 5.32  0.4015
H31 -4.00 -2.99 4.75  0.1409
C13 2.87 0.68 -8.05  0.6725
O7 2.43 0.33 -6.96  -0.6885
N13 3.02 1.98 -8.38  -0.3993
N14 3.24 -0.19 -9.00  -0.3888
H32 3.37 2.29 -9.27  0.1543
H33 2.75 2.66 -7.69  0.2161
H34 3.15 -1.17 -8.79  0.1978
H35 3.60 0.09 -9.90  0.1536
C14 0.86 2.98 5.74  0.6077
O8 1.35 1.97 5.27  -0.6449
N15 0.43 4.01 4.98  -0.2650
N16 0.71 3.17 7.06  -0.4182
H36 0.03 4.85 5.35  0.1797
H37 0.53 3.91 3.98  0.2416
H38 1.02 2.42 7.67  0.2464
H39 0.30 4.00 7.47  0.1432
C15 -7.35 1.58 0.78  0.5546
O9 -8.54 1.37 0.62  -0.6873
N17 -6.66 2.44 0.02  -0.2573
N18 -6.62 0.97 1.73  -0.3245
H40 -5.68 2.63 0.13  0.1922
H41 -7.17 2.92 -0.71  0.1798
H42 -7.11 0.31 2.33  0.1875
H43 -5.64 1.13 1.88  0.1913

No. 2
Formula: H3N
Source: the OMol25 dataset
Level of theory: wB97M-V/def2-TZVPD

Summary:
E = -1538.801 eV
Energy relative to the best compared isomer or geometry (same formula, charge and spin) = 0.0 kcal/mol
HOMO-LUMO gap = 11.337 eV
HOMO level = -0.3675 hartree
SMILES = N

Last column: Mulliken charge in e.
Atoms and positions in Å:
N1 -0.20 0.06 -0.14  -0.6416
H1 -0.50 0.05 0.82  0.2138
H2 0.15 -0.85 -0.41  0.2136
H3 0.54 0.74 -0.28  0.2142

No. 3
Formula: C44H35AgBr2OP2
Source: the OMol25 dataset
Level of theory: wB97M-V/def2-TZVPD

Summary:
E = -210907.013 eV
Energy relative to the best compared isomer or geometry (same formula, charge and spin) = 0.0 kcal/mol
HOMO-LUMO gap = 4.953 eV
HOMO level = -0.0256 hartree
Charge = -2

Last column: Mulliken charge in e.
Atoms and positions in Å:
Ag1 1.49 0.81 1.21  0.0094
Br1 0.77 2.52 4.71  -0.4254
C1 1.85 2.03 3.05  -0.9007
Br2 3.93 1.92 0.14  -0.8038
H1 2.68 1.50 3.52  0.4533
H2 2.22 3.01 2.76  0.3838
O1 -0.44 1.32 -2.58  -0.6679
C2 0.23 0.72 -3.63  0.0970
C3 0.08 1.21 -4.92  -0.0614
C4 0.80 0.61 -5.96  -0.5744
C5 1.65 -0.44 -5.68  -0.9399
C6 1.82 -0.87 -4.37  -0.8671
C7 1.13 -0.29 -3.31  -0.3536
P1 1.49 -0.57 -1.52  1.6413
C8 2.90 -1.74 -1.71  0.3590
C9 4.18 -1.21 -1.74  -0.2239
C10 5.28 -2.04 -1.91  -0.7144
C11 5.11 -3.41 -2.01  -0.4091
C12 3.84 -3.95 -1.95  -0.8207
C13 2.74 -3.12 -1.79  -0.0946
C14 0.14 -1.67 -1.01  0.7494
C15 -0.91 -2.05 -1.83  -0.7944
C16 -1.98 -2.80 -1.36  -0.9094
C17 -1.96 -3.19 -0.02  -0.9212
C18 -0.94 -2.81 0.82  -0.4173
C19 0.16 -2.03 0.38  2.9516
C20 -1.79 1.17 -2.41  0.4204
C21 -2.66 0.86 -3.45  -0.9729
C22 -4.03 0.82 -3.21  -0.8436
C23 -4.52 1.09 -1.94  -1.0355
C24 -3.63 1.35 -0.91  -0.0071
C25 -2.26 1.37 -1.11  0.1886
P2 -1.03 1.48 0.27  2.2471
C26 -2.08 0.96 1.66  0.8107
C27 -2.80 -0.24 1.55  -0.7344
C28 -3.46 -0.77 2.64  -0.8158
C29 -3.40 -0.13 3.87  -0.7288
C30 -2.67 1.05 4.00  -0.8059
C31 -2.02 1.59 2.90  -1.3047
C32 -0.92 3.30 0.47  0.3913
C33 -2.03 4.11 0.70  -0.0163
C34 -1.89 5.48 0.82  -0.7453
C35 -0.64 6.06 0.71  -0.4355
C36 0.47 5.27 0.48  -0.8030
C37 0.34 3.89 0.36  -0.1089
H3 -0.57 2.05 -5.10  0.5895
H4 0.68 0.99 -6.97  0.3692
H5 2.21 -0.91 -6.48  0.4168
H6 2.53 -1.66 -4.16  0.4609
H7 4.32 -0.14 -1.59  0.1845
H8 6.28 -1.61 -1.92  0.3859
H9 5.97 -4.06 -2.13  0.3328
H10 3.70 -5.03 -2.00  0.3726
H11 1.74 -3.54 -1.73  0.4108
H12 -0.89 -1.75 -2.88  0.3701
H13 -2.79 -3.08 -2.02  0.3312
H14 -2.77 -3.80 0.38  0.3081
H15 -0.97 -3.14 1.85  0.5001
H16 2.24 -1.73 0.74  0.9187
H17 -2.28 0.64 -4.44  0.4908
H18 -4.70 0.57 -4.02  0.3561
H19 -5.59 1.07 -1.75  0.3914
H20 -4.02 1.50 0.09  0.3744
H21 -2.82 -0.77 0.60  0.6854
H22 -3.99 -1.70 2.54  0.3848
H23 -3.89 -0.55 4.73  0.3514
H24 -2.57 1.54 4.96  0.3911
H25 -1.42 2.48 3.03  0.5186
H26 -3.01 3.66 0.81  0.2595
H27 -2.77 6.10 1.01  0.3896
H28 -0.53 7.14 0.80  0.3500
H29 1.46 5.71 0.40  0.4411
H30 1.23 3.28 0.21  0.2040
C38 1.26 -1.67 1.22  -3.8611
C39 1.28 -1.93 2.65  -0.0728
C40 0.20 -1.59 3.49  1.0155
C41 0.23 -1.81 4.85  -1.1233
C42 1.36 -2.37 5.45  -0.5152
C43 2.45 -2.68 4.65  -0.5749
C44 2.41 -2.47 3.28  -0.7451
H31 -0.66 -1.08 3.05  0.4376
H32 -0.61 -1.51 5.45  0.3561
H33 1.40 -2.52 6.52  0.3511
H34 3.35 -3.09 5.10  0.3478
H35 3.27 -2.71 2.67  0.3991

No. 4
Formula: C3H5FI2
Source: the OMol25 dataset
Level of theory: wB97M-V/def2-TZVPD

Summary:
E = -22106.800 eV
Energy relative to the best compared isomer or geometry (same formula, charge and spin) = 66.9 kcal/mol
HOMO-LUMO gap (spin up / spin down) = 7.996 / 8.136 eV
HOMO level (spin up / spin down) = -0.2975 / -0.2986 hartree

Last column: Mulliken charge in e.
Atoms and positions in Å:
C1 -1.02 0.90 0.62  -0.8451
C2 1.16 -0.55 -1.49  -0.8737
C3 0.16 0.02 0.89  -0.0159
F1 1.21 0.53 1.53  -0.2456
I1 -0.55 -1.50 -2.10  0.1140
I2 -0.16 -1.96 1.48  0.1110
H1 -1.40 1.36 1.43  0.4229
H2 -1.89 0.25 0.19  0.2770
H3 -0.68 1.58 -0.10  0.2547
H4 1.24 0.52 -1.45  0.4187
H5 1.93 -1.16 -1.01  0.3818